(1)
{
  "formula": "C4H11NO2",
  "method": "ωB97M-V with the def2-TZVPD basis set",
  "species": ["C", "C", "O", "O", "H", "H", "H", "C", "C", "N", "H", "H", "H", "H", "H", "H", "H", "H"],
  "coordinates": [[0.1418, 1.7218, -1.3713], [-0.9151, 1.7371, -0.3385], [-1.3935, 0.5296, -0.5002], [-1.3119, 2.6467, 0.4844], [1.0938, 1.0746, -1.2585], [0.2889, 2.8184, -1.7883], [-0.2434, 1.2247, -2.2876], [0.9267, -2.5424, 0.3938], [0.3267, -1.9050, 1.6832], [1.7933, -1.5130, -0.3216], [1.6863, -3.3934, 0.4967], [0.0396, -2.7590, -0.1563], [-0.4388, -1.1942, 1.5813], [1.2672, -1.3497, 2.0867], [2.8073, -1.1775, 0.0334], [1.5208, -1.6893, -1.2658], [-1.9038, 0.2831, 0.3277], [0.0928, -2.7260, 2.4050]],
  "forces_ev_per_a": [[2.1, 2.8, -3.3], [-0.2, 3.6, 2.5], [-2.6, -2.1, 3.1], [1.8, -4.4, -3.6], [-1.5, 1.5, 0.8], [0.5, -2.1, 1.2], [-0.3, 0.2, 0.7], [2.5, 1.5, 1.2], [4.6, -1.6, 1.4], [0.0, 0.6, 1.5], [-2.0, 0.5, 0.7], [0.0, -0.6, -1.4], [-1.1, 0.7, -0.6], [-1.8, -0.7, 0.0], [-3.5, -1.8, -1.5], [1.5, 0.7, -0.9], [0.3, 0.4, -1.3], [-0.2, 0.9, -0.4]],
  "e_above_lowest_kcal_mol": 68.2,
  "smiles": "CC(=O)O.CCN",
  "homo_lumo_gap_ha": 0.3542
}

(2)
{
  "formula": "C41H49B3F4N10O4PV",
  "method": "ωB97M-V with the def2-TZVPD basis set",
  "species": ["V", "C", "C", "N", "O", "B", "F", "F", "O", "N", "C", "C", "C", "N", "O", "B", "F", "F", "O", "N", "C", "C", "C", "H", "H", "H", "H", "H", "H", "H", "H", "H", "H", "H", "H", "C", "C", "C", "C", "N", "N", "B", "N", "N", "C", "C", "C", "C", "C", "C", "C", "C", "C", "C", "N", "N", "C", "C", "C", "C", "C", "C", "C", "C", "C", "C", "C", "C", "C", "C", "C", "C", "H", "H", "H", "H", "H", "H", "H", "H", "H", "H", "H", "H", "H", "H", "H", "H", "H", "H", "H", "H", "H", "H", "H", "H", "H", "H", "H", "H", "C", "P", "C", "C", "H", "H", "H", "H", "H", "H", "H", "H", "H"],
  "coordinates": [[-0.9073, -0.0255, 0.0927], [-3.1719, -3.6161, 0.4912], [-2.6515, -2.2641, 0.1630], [-1.7850, -1.6293, 0.8644], [-1.4689, -2.0946, 2.0902], [-0.1131, -2.7110, 2.1247], [0.2602, -2.9500, 3.4045], [-0.1267, -3.8590, 1.3166], [0.8565, -1.7105, 1.5188], [0.5205, -1.3472, 0.2713], [0.9570, -2.0278, -0.7305], [1.8249, -3.2297, -0.6317], [0.4897, -1.4716, -2.0011], [-0.2480, -0.4292, -1.8232], [-0.6316, 0.2155, -2.9254], [-2.1097, 0.2880, -3.2190], [-2.4905, -0.9787, -3.6732], [-2.3516, 1.2683, -4.1195], [-2.8145, 0.6117, -1.9262], [-2.4933, -0.3251, -1.0090], [-3.1119, -1.4504, -0.9713], [-4.2416, -1.8671, -1.8327], [0.7849, -2.0677, -3.3347], [-2.7136, -4.3427, -0.1847], [-4.2523, -3.6676, 0.3756], [-2.8926, -3.8722, 1.5088], [1.2025, -4.1244, -0.5760], [2.4117, -3.1847, 0.2841], [2.4690, -3.3206, -1.5065], [-4.5568, -1.0555, -2.4778], [-5.0728, -2.1922, -1.2101], [-3.9388, -2.7099, -2.4584], [1.8180, -1.8928, -3.6406], [0.1256, -1.6268, -4.0767], [0.6245, -3.1460, -3.2967], [-2.2571, 3.9146, 3.6738], [-2.4457, 2.6806, 2.8562], [-3.6477, 2.0682, 2.5942], [-3.3641, 0.9742, 1.7876], [-2.0258, 0.9233, 1.5423], [-1.4849, 1.9748, 2.2408], [-0.0026, 2.3985, 2.2923], [0.9948, 1.4844, 3.0165], [1.9600, 0.7969, 2.3742], [2.8352, 0.4265, 3.3035], [2.4416, 0.9121, 4.5678], [1.2647, 1.5762, 4.3507], [0.4195, 2.2886, 5.3518], [4.0470, -0.3967, 3.0962], [3.9567, -1.7641, 2.8365], [5.1039, -2.5355, 2.7080], [6.3575, -1.9549, 2.8404], [6.4571, -0.5993, 3.1241], [5.3114, 0.1698, 3.2617], [0.4587, 2.7135, 0.8537], [0.0763, 2.0621, -0.2883], [0.4479, 2.9023, -1.3069], [1.0697, 4.0424, -0.7743], [1.0646, 3.8855, 0.5852], [1.6043, 4.8193, 1.6146], [0.2736, 2.9305, -2.7831], [1.0770, 2.2241, -3.6706], [1.0193, 2.4469, -5.0327], [0.1598, 3.4138, -5.5358], [-0.6418, 4.1348, -4.6662], [-0.5763, 3.9050, -3.3005], [-4.4994, 0.0767, 1.4640], [-4.7523, -1.0253, 2.2786], [-5.9502, -1.7167, 2.1638], [-6.9116, -1.2988, 1.2529], [-6.6649, -0.1991, 0.4426], [-5.4645, 0.4887, 0.5480], [-3.2283, 4.2197, 4.0570], [-1.5912, 3.7472, 4.5172], [-1.8490, 4.7274, 3.0726], [-4.6228, 2.3710, 2.9375], [-0.0082, 3.4184, 2.9046], [2.9500, 0.7564, 5.5060], [0.8863, 2.2072, 6.3306], [0.3228, 3.3491, 5.1095], [-0.5821, 1.8568, 5.4109], [2.9800, -2.2220, 2.7757], [5.0185, -3.6007, 2.5300], [7.2509, -2.5580, 2.7400], [7.4325, -0.1467, 3.2523], [5.3969, 1.2276, 3.4863], [1.4507, 4.8750, -1.3425], [2.2429, 5.5551, 1.1295], [0.7979, 5.3531, 2.1188], [2.1810, 4.2879, 2.3723], [1.7554, 1.4818, -3.2644], [1.6536, 1.8792, -5.7028], [0.1187, 3.6049, -6.6000], [-1.3308, 4.8744, -5.0527], [-1.2131, 4.4642, -2.6259], [-4.0185, -1.3223, 3.0195], [-6.1425, -2.5671, 2.8061], [-7.8573, -1.8217, 1.1826], [-7.4115, 0.1295, -0.2690], [-5.2767, 1.3595, -0.0697], [3.9756, 2.5809, -2.0484], [3.1788, 1.0756, -1.3881], [3.9135, -0.2579, -2.4050], [3.9955, 0.7937, 0.2064], [5.0514, 2.4902, -1.8912], [3.5972, 3.4590, -1.5275], [3.7568, 2.6904, -3.1096], [4.9984, -0.1626, -2.3544], [3.5924, -0.1879, -3.4445], [3.6188, -1.2262, -1.9988], [5.0566, 0.6063, 0.0271], [3.5387, -0.0642, 0.6930], [3.8655, 1.6550, 0.8592]],
  "forces_ev_per_a": [[0.2, 2.8, 0.5], [-0.1, 0.1, 0.1], [0.0, -0.3, 0.6], [-0.8, -1.1, 0.3], [0.0, -0.2, 0.1], [0.1, -0.1, 0.0], [0.0, 0.1, -0.1], [-0.1, 0.1, 0.0], [0.1, -0.3, 0.3], [1.4, -1.1, -0.1], [0.3, -0.1, 0.4], [0.1, 0.1, 0.0], [-0.1, 0.2, -0.4], [0.6, -0.6, -0.7], [0.0, 0.3, -0.4], [-0.2, -0.1, 0.1], [0.1, 0.0, 0.0], [0.1, 0.1, 0.1], [0.0, 0.0, -0.4], [-1.3, -0.4, -0.4], [-0.4, 0.3, -0.2], [-0.1, 0.0, 0.0], [-0.1, 0.0, 0.0], [0.0, 0.0, 0.0], [0.0, 0.0, 0.0], [0.0, 0.0, 0.0], [0.0, 0.0, 0.0], [0.0, 0.0, 0.0], [0.0, 0.0, 0.0], [0.0, 0.0, 0.0], [-0.1, 0.0, 0.1], [0.0, 0.0, 0.0], [0.0, 0.0, 0.0], [0.0, 0.0, 0.0], [0.1, 0.0, 0.0], [0.0, 0.0, 0.0], [0.0, 0.0, 0.1], [-0.1, -0.1, -0.2], [0.2, 0.3, 0.3], [-0.6, 0.4, 0.6], [0.0, 0.2, 0.0], [0.2, -0.3, 0.1], [-0.3, 0.3, 0.3], [0.3, -0.2, -0.2], [-0.3, 0.2, 0.4], [0.1, -0.2, 0.0], [0.1, -0.1, -0.1], [0.0, 0.0, -0.2], [0.1, -0.1, -0.1], [0.0, 0.1, 0.0], [0.0, 0.0, 0.0], [0.0, 0.0, 0.0], [0.1, -0.1, 0.0], [-0.1, 0.1, -0.1], [0.0, 0.1, -0.1], [0.2, 0.4, -0.1], [0.4, 0.2, 0.3], [0.0, -0.3, -0.2], [0.0, -0.1, 0.1], [0.0, -0.1, 0.1], [-0.2, -0.2, -0.1], [-0.1, 0.0, 0.2], [0.1, 0.0, -0.1], [0.0, 0.0, 0.0], [0.0, 0.0, 0.0], [-0.2, -0.1, 0.0], [0.1, -0.2, -0.2], [0.1, -0.1, -0.1], [0.0, 0.0, 0.0], [0.0, -0.1, 0.0], [0.0, 0.0, -0.1], [0.1, 0.0, -0.1], [0.0, 0.0, 0.0], [-0.1, 0.0, -0.1], [0.0, 0.0, 0.0], [0.0, -0.1, 0.0], [-0.1, 0.1, -0.1], [0.0, 0.0, 0.0], [0.0, 0.0, 0.0], [0.1, 0.0, 0.0], [0.0, 0.0, 0.0], [-0.1, 0.0, 0.0], [0.0, 0.0, 0.0], [0.0, 0.0, 0.0], [0.0, 0.0, 0.0], [0.0, 0.0, 0.0], [0.0, 0.0, 0.0], [0.0, 0.0, 0.0], [0.0, 0.0, 0.0], [0.0, 0.0, 0.0], [-0.1, -0.1, -0.2], [0.0, 0.0, 0.0], [0.0, 0.0, 0.0], [0.0, 0.0, 0.0], [0.0, 0.0, 0.0], [0.0, 0.0, 0.0], [0.0, 0.0, 0.0], [0.0, 0.0, 0.0], [0.0, 0.0, 0.0], [0.0, 0.0, 0.0], [-0.6, 0.1, -0.1], [2.1, 0.2, 0.2], [-0.9, -0.1, -0.2], [-0.7, 0.1, 0.1], [0.0, -0.1, 0.1], [0.0, 0.0, 0.0], [0.0, 0.0, 0.0], [0.0, 0.1, 0.1], [0.0, 0.0, 0.0], [0.1, 0.0, 0.0], [0.0, 0.0, -0.2], [0.1, 0.0, 0.1], [-0.1, -0.1, 0.0]],
  "spin_multiplicity": 4,
  "homo_lumo_gap_ha": [0.2725, 0.1620],
  "charge": 1
}

(3)
{
  "formula": "C24H26N3O2",
  "method": "ωB97M-V with the def2-TZVPD basis set",
  "species": ["C", "C", "C", "C", "C", "C", "C", "C", "C", "H", "H", "H", "H", "H", "H", "H", "H", "H", "H", "H", "C", "N", "C", "H", "C", "C", "C", "C", "N", "O", "O", "C", "C", "N", "C", "C", "C", "C", "C", "C", "C", "H", "H", "H", "H", "H", "H", "H", "H", "H", "H", "H", "H", "H", "H"],
  "coordinates": [[-1.0198, -3.0650, -0.0974], [-0.2242, -2.1596, 0.8517], [-0.9029, -1.8015, 2.1971], [1.2094, -2.5736, 1.0554], [2.0960, -2.0056, 2.0461], [3.4758, -2.3095, 2.0938], [3.9879, -3.2625, 1.1803], [3.1295, -3.9495, 0.3056], [1.7861, -3.5536, 0.2135], [-0.5578, -3.0603, -1.1041], [-1.1421, -4.1097, 0.2616], [-2.0139, -2.6108, -0.1951], [-0.3913, -0.8885, 2.5709], [-1.9510, -1.5607, 1.9502], [-0.8752, -2.6064, 2.9716], [1.7239, -1.2300, 2.7377], [4.1471, -1.8285, 2.8440], [5.0635, -3.4940, 1.1876], [3.4944, -4.7897, -0.3143], [1.1439, -4.0459, -0.5264], [-0.4404, -0.1111, -2.7913], [-1.1805, 0.2042, -1.5901], [-0.6649, 0.2769, -0.2384], [-0.4143, -0.8939, 0.2064], [0.5453, 1.1230, -0.1737], [0.4143, 2.4954, -0.5340], [1.5262, 3.3227, -0.4717], [2.7616, 2.7797, -0.0381], [3.8904, 3.6150, 0.0597], [4.9516, 3.0927, 0.4837], [3.7900, 4.8159, -0.2698], [2.8802, 1.4211, 0.3151], [1.7769, 0.5967, 0.2016], [-1.7529, 0.9216, 0.4817], [-1.7172, 1.4904, 1.8075], [-2.7481, 1.3090, -0.4045], [-2.3918, 0.8774, -1.6809], [-3.1872, 1.1449, -2.8001], [-4.3346, 1.9006, -2.5572], [-4.6994, 2.3326, -1.2601], [-3.9275, 2.0108, -0.1311], [-1.2055, -0.1224, -3.5937], [0.2985, 0.6793, -3.0266], [0.0755, -1.0804, -2.7566], [-0.5552, 2.9030, -0.8667], [1.4488, 4.3790, -0.7565], [3.8352, 1.0405, 0.6526], [1.8246, -0.4714, 0.3983], [-2.7366, 1.8702, 2.0070], [-1.4712, 0.7438, 2.5680], [-1.0117, 2.3407, 1.8901], [-2.9084, 0.7097, -3.7665], [-5.0139, 2.1103, -3.3942], [-5.6356, 2.8738, -1.1060], [-4.2020, 2.2031, 0.9066]],
  "forces_ev_per_a": [[-0.1, 1.0, -0.2], [0.4, -1.3, 1.4], [-0.1, 0.5, -0.9], [1.5, 0.3, -0.1], [0.0, 0.1, -0.3], [-0.7, -0.3, -0.4], [-0.1, -0.1, 0.3], [-0.1, 0.4, 0.2], [-0.2, -0.1, 0.0], [-0.3, -0.2, 0.5], [0.2, 0.7, -0.1], [0.0, -0.3, -0.1], [-0.4, -0.8, 0.1], [0.3, 0.0, 0.5], [0.2, 0.5, -0.8], [0.2, -0.6, -0.4], [-0.7, -0.4, -0.8], [-0.6, 0.1, 0.0], [-0.2, 0.8, 0.4], [0.5, 0.1, 0.4], [0.2, 0.2, -0.6], [0.0, -0.1, 1.5], [-3.3, 2.7, -1.7], [0.7, -1.3, 0.6], [1.7, 0.6, 0.2], [0.0, -0.6, 0.2], [0.5, -0.2, 0.1], [-2.4, -1.6, -0.1], [3.5, 2.1, 0.4], [-2.1, 1.2, -0.9], [0.0, -2.4, 0.6], [0.3, 1.0, -0.4], [-0.7, 0.0, -0.2], [0.7, -1.1, -1.2], [0.0, 0.4, 0.7], [-0.2, -0.2, 0.3], [-0.2, -0.1, -0.1], [0.0, -0.2, 0.6], [-0.3, -0.1, -0.2], [0.1, -0.3, 0.5], [0.1, -0.4, -1.0], [0.9, -0.2, 0.4], [-0.3, -0.3, 0.1], [-0.3, 0.3, 0.2], [0.6, -0.3, 0.2], [0.2, -0.5, 0.2], [0.0, 0.1, -0.1], [0.3, 0.5, 0.0], [0.8, -0.3, 0.1], [-0.1, 0.3, -0.2], [-0.3, -0.4, -0.1], [-0.5, 0.6, 0.3], [0.4, 0.0, 0.4], [0.3, -0.1, -0.2], [-0.2, 0.3, -0.6]],
  "e_above_lowest_kcal_mol": 98.9,
  "homo_lumo_gap_ha": 0.2130,
  "charge": 1
}

Q: Which calculated total energy values were calculated for the entries above? A: -364.1595; -4199.7623; -1244.4732, in a.u..